DFT (ωB97M-V with the def2-TZVPD basis set) results for a structure of composition C11H24ClDyO3P2 at a distorted geometry.

Values from the calculation:
Net charge ... +2
E ... -73105.087 eV
Spin multiplicity ... 6
LUMO (alpha / beta) ... -7.8819 / -7.9068 eV
HOMO energy (alpha / beta) ... -14.7 / -15.1 eV

Cartesian coordinates (Å):
C: 0.5855 -0.0299 -4.4853
C: -0.3755 0.0826 -3.3583
H: 1.6132 0.1015 -4.0855
H: 0.4023 0.5699 -5.4121
H: 0.5563 -1.0624 -4.8750
O: 0.0455 -0.0599 -2.1588
Cl: -2.0048 0.3605 -3.7071
Dy: -0.7328 0.0227 0.0484
P: -0.0955 2.6458 0.3784
C: 1.5649 3.2510 0.8342
C: -0.3128 3.5629 -1.1874
H: -0.3624 4.6366 -0.9510
H: -0.8323 4.7266 1.4151
H: -1.2118 3.2565 -1.7385
H: -2.1885 3.5696 1.3412
H: 2.3227 2.8706 0.1373
H: 0.5597 3.3667 -1.8237
C: -1.1097 3.6682 1.5186
H: 1.5690 4.3505 0.8075
H: -0.9303 3.3540 2.5518
H: 1.8276 2.9003 1.8387
P: 0.0779 -2.5454 0.1753
C: 1.7338 -3.0559 0.7283
C: -1.0051 -3.6905 1.1356
H: -0.8273 -3.0348 -2.0261
H: 0.0872 -4.4413 -1.3648
H: 0.9601 -3.0282 -2.0611
C: 0.0768 -3.3425 -1.4801
H: -2.0774 -3.6309 0.8936
H: -0.6560 -4.7160 0.9496
H: 1.7847 -4.1527 0.6087
H: 1.8926 -2.7768 1.7802
H: -0.9128 -3.4491 2.2003
H: 2.5502 -2.5985 0.1455
C: 0.8553 0.1631 1.7392
O: 2.0565 0.1653 1.7361
C: -1.6063 -0.1756 2.7569
C: -0.1139 -0.3838 2.8639
O: 0.3902 -1.0156 3.7780
H: -2.1502 -0.0390 1.7720
H: -1.9331 0.6716 3.3794
H: -2.0738 -1.0678 3.2011


DFT (ωB97M-V with the def2-TZVPD basis set) results for a structure of composition C28H32Co2N3O6 at a distorted geometry.

Values from the calculation:
Net charge ... -1
Energy above the lowest of the compared OMol25 structures with the same formula, charge and spin ... 0.0 kJ/mol
E ... -121559.023 eV
LUMO ... 2.0469 eV
HOMO energy ... -3.6 eV

Cartesian coordinates (Å):
C: 0.9157 1.7136 1.1442
C: 0.4927 2.0549 -0.2758
C: 0.8548 3.4522 -0.7511
N: -0.9846 2.0060 -0.3469
N: -1.6486 3.1428 -0.3837
N: -2.9507 2.8048 -0.2096
C: -3.8248 3.9774 0.0088
C: -3.5851 4.9134 -1.1467
C: -3.4962 4.6391 1.3271
C: -3.1120 1.4700 -0.0334
C: -4.5190 0.8953 0.0394
C: -4.4628 -0.6349 0.0094
C: -5.3696 1.3830 -1.1473
C: -5.2379 1.3638 1.3134
C: -1.7925 0.8958 -0.0829
C: -1.1043 -0.2960 0.0482
H: 2.0046 1.7729 1.2447
H: 0.4460 2.4084 1.8590
H: 0.6120 0.6972 1.4246
H: 0.8939 1.3146 -0.9891
H: 1.9432 3.5670 -0.7625
H: 0.5016 3.6049 -1.7770
H: 0.4225 4.2324 -0.1111
H: -4.8510 3.6321 0.0080
H: -4.0612 5.8834 -0.9870
H: -2.5142 5.0784 -1.2818
H: -4.0115 4.5131 -2.0686
H: -3.9956 5.6089 1.4126
H: -3.8395 4.0382 2.1720
H: -2.4184 4.8158 1.4058
H: -3.9087 -1.0094 0.8826
H: -5.4998 -1.0095 0.0272
H: -3.9548 -0.9653 -0.9091
H: -5.4309 2.4770 -1.2217
H: -4.9749 1.0058 -2.0974
H: -6.3961 1.0141 -1.0137
H: -5.3015 2.4580 1.3885
H: -6.2683 0.9810 1.2997
H: -4.7271 0.9915 2.2088
H: -1.6564 -1.2213 0.1664
H: -0.0192 -0.2074 -0.0391
O: 3.1768 -7.6665 3.2697
C: 3.4837 -6.7252 2.6607
Co: 4.0388 -5.3930 1.6645
C: 5.5308 -6.0348 1.0336
O: 6.4791 -6.5034 0.5628
C: 3.0896 -5.4843 0.1915
O: 2.5700 -5.4773 -0.8391
C: 4.3853 -3.3954 1.8215
C: 3.9462 -2.4014 0.9411
C: 4.4323 -1.5184 0.0347
C: 4.0587 -1.4480 -1.3604
C: 5.0942 -1.7231 -2.2997
C: 4.8236 -1.7142 -3.6627
C: 3.5225 -1.4267 -4.1273
C: 2.5037 -1.1856 -3.1915
C: 2.7472 -1.2050 -1.8175
Co: 2.6929 -2.7442 2.1327
C: 1.9733 -3.8298 3.3338
O: 1.5861 -4.5489 4.1584
C: 1.5153 -2.9563 0.8379
O: 0.7598 -3.1570 -0.0246
C: 2.5407 -1.1054 2.9565
O: 2.5859 -0.0739 3.4770
H: 5.3401 -3.3198 2.3923
H: 5.4615 -1.1584 0.2284
H: 6.0997 -1.9713 -1.9169
H: 5.6344 -1.9263 -4.3645
H: 3.3080 -1.3890 -5.2053
H: 1.4982 -0.9672 -3.5517
H: 1.9517 -1.0133 -1.0908


DFT (ωB97M-V with the def2-TZVPD basis set) results for a structure of composition C42H51BrCaCl3N2O2S at a distorted geometry.

Values from the calculation:
Net charge ... +1
Energy above the lowest of the compared OMol25 structures with the same formula, charge and spin ... 0.0 kJ/mol
E ... -188337.138 eV
LUMO ... -2.5520 eV
HOMO energy ... -9.5 eV

Cartesian coordinates (Å):
Ca: -16.0769 -13.6641 -0.7473
C: -19.2808 -16.8124 -0.4101
C: -18.9955 -15.5689 0.3884
C: -17.8769 -15.5693 1.2102
C: -17.3151 -16.8472 1.7504
C: -17.5351 -14.3354 1.8178
C: -16.4269 -14.4007 2.8429
C: -18.3290 -13.2135 1.6727
C: -17.8564 -11.8583 2.1411
C: -19.5968 -13.2825 1.0582
C: -20.5576 -12.1391 1.2686
C: -19.8755 -14.4850 0.3442
C: -21.2434 -14.7004 -0.2832
H: -18.3966 -17.3376 -0.7301
H: -19.9492 -16.5760 -1.2805
H: -19.8013 -17.5147 0.2239
H: -17.7897 -17.6849 1.2103
H: -17.5627 -16.8524 2.8046
H: -16.2249 -16.9544 1.5984
H: -15.4271 -14.5586 2.3947
H: -16.5924 -15.2059 3.5674
H: -16.3293 -13.4479 3.4363
H: -18.3761 -11.5387 3.0604
H: -18.0761 -11.0396 1.3719
H: -16.7854 -11.7311 2.2652
H: -20.6719 -11.4208 0.4462
H: -20.1638 -11.5278 2.0817
H: -21.5722 -12.5279 1.5023
H: -21.5565 -15.7412 -0.0963
H: -21.2267 -14.4814 -1.3190
H: -21.9371 -13.9999 0.1754
C: -8.1811 -11.6248 -0.8620
C: -8.9351 -12.3672 -1.9818
C: -8.7893 -11.6403 -3.2981
C: -8.4607 -13.8523 -2.0513
C: -10.4174 -12.3520 -1.5941
C: -11.1137 -13.4456 -1.1652
C: -12.4190 -13.3784 -0.6855
Br: -13.2207 -15.1327 -0.1501
C: -13.1526 -12.1800 -0.8506
O: -14.4477 -12.1265 -0.6422
C: -12.4474 -10.9746 -1.2012
C: -11.1208 -11.1225 -1.5534
C: -13.1723 -9.6135 -1.1947
C: -14.2347 -9.4597 -2.3200
C: -13.7203 -9.2314 0.1633
C: -12.1512 -8.4677 -1.5020
H: -7.1161 -11.6905 -1.0225
H: -8.4195 -12.0590 0.1121
H: -8.4172 -10.5601 -0.7925
H: -7.8145 -11.8620 -3.7043
H: -8.8385 -10.5420 -3.2361
H: -9.5423 -11.9494 -4.0045
H: -7.4096 -13.9909 -2.3591
H: -9.0622 -14.4589 -2.7166
H: -8.5342 -14.2906 -1.0502
H: -10.6336 -14.4332 -1.2349
H: -10.5312 -10.2117 -1.6678
H: -15.1029 -10.1104 -2.1689
H: -13.7686 -9.6887 -3.2823
H: -14.6212 -8.4097 -2.3405
H: -14.4716 -9.8875 0.5728
H: -14.1732 -8.2201 0.1411
H: -12.8995 -9.1190 0.8904
H: -11.5957 -8.5830 -2.4416
H: -11.4658 -8.4566 -0.6930
H: -12.6569 -7.4952 -1.5047
Cl: -23.0423 -14.3207 -4.1211
C: -21.7853 -14.0790 -5.2718
C: -20.8962 -15.1147 -5.5501
C: -19.6927 -14.9070 -6.2331
C: -19.4062 -13.6455 -6.6868
C: -18.0160 -13.2846 -7.2284
C: -17.1263 -12.5676 -6.1639
N: -16.7679 -13.4318 -5.0092
C: -15.8650 -14.4798 -4.9846
C: -15.8470 -14.9264 -3.7053
N: -16.6227 -14.1316 -2.8609
C: -17.1160 -13.2264 -3.7146
O: -17.3168 -14.4300 -7.7240
C: -17.4372 -14.5221 -9.1696
C: -16.1423 -14.0868 -9.8641
C: -15.9813 -13.0699 -10.7963
Cl: -17.1706 -12.0415 -11.4228
S: -14.3763 -12.8847 -11.3882
C: -13.8326 -14.2090 -10.4100
C: -14.8879 -14.7466 -9.7000
C: -20.4123 -12.6499 -6.6529
Cl: -20.2580 -11.2409 -7.6574
C: -21.6312 -12.8748 -5.9401
H: -21.0815 -16.0901 -5.1061
H: -18.9587 -15.7282 -6.3819
H: -18.1782 -12.5813 -8.0680
H: -17.6132 -11.6185 -5.8339
H: -16.2446 -12.2377 -6.7314
H: -15.5276 -14.8920 -5.9626
H: -15.4379 -15.8790 -3.3166
H: -17.8500 -12.4803 -3.4167
H: -18.3505 -13.9557 -9.4848
H: -17.5715 -15.5763 -9.3956
H: -12.7834 -14.5303 -10.4224
H: -14.7594 -15.5937 -9.0201
H: -22.3000 -12.0451 -5.9120